Below is C34H37BInN10O6S3 as an isolated structure at a distorted geometry, with properties calculated with ωB97M-V with the def2-TZVPD basis set.

Each line ends with the Mulliken charge.
Geometry (Å):
In 0.00371 0.57153 -0.75555  1.46
N 2.90060 2.01589 -4.15582  -0.50
C 2.44163 1.64079 -2.92146  0.33
S 1.09003 2.52914 -2.27103  -0.48
N 3.12610 0.70969 -2.31100  -1.59
N 2.50308 0.37538 -1.14031  1.86
C 3.13079 -0.03725 -0.11793  0.54
C 4.60981 -0.17475 -0.03598  -0.34
C 5.32155 -0.83239 -1.03710  -0.16
C 6.70089 -0.94305 -0.96183  -0.97
C 7.39316 -0.38136 0.10392  -0.41
C 6.69545 0.29991 1.08982  -0.93
C 5.31293 0.40108 1.01823  -0.01
C 2.18664 -0.25888 1.07951  0.43
C 2.75076 -0.81905 2.34434  -0.74
C 2.06178 -0.98979 3.46899  -0.87
C 0.63261 -0.69085 3.72036  -0.28
C -0.39859 -1.46022 3.43058  -0.34
N 0.97174 0.04653 1.02889  -0.33
H 2.27359 2.56634 -4.71464  0.25
H 3.49309 1.35055 -4.62489  0.25
H 4.78402 -1.23891 -1.88173  0.47
H 7.23938 -1.46537 -1.74274  0.39
H 8.47179 -0.46002 0.15607  0.40
H 7.22561 0.75591 1.91656  0.41
H 4.77523 0.95772 1.77635  0.52
H 3.78787 -1.13473 2.34120  0.54
H 2.60937 -1.38273 4.32345  0.32
H 0.40096 0.23990 4.22876  0.22
H -1.41555 -1.16090 3.64760  0.49
C -3.89265 -3.00956 -1.34728  -1.39
C -4.02254 -1.79277 -0.49003  0.55
C -4.87651 -1.58731 0.61179  -1.46
C -4.67212 -0.28026 0.97987  0.98
C -5.36781 0.47946 2.05889  -1.55
N -3.73652 0.24320 0.14573  2.00
N -3.35108 -0.69469 -0.76670  -0.64
B -3.32189 1.72477 -0.01690  -2.04
N -2.22490 2.23851 0.98378  1.26
N -0.90967 2.20478 0.62986  0.04
C -0.22902 2.88271 1.54830  0.71
C 1.25322 3.06222 1.49616  -1.17
C -1.11235 3.39774 2.49698  -1.70
C -2.36469 2.97832 2.09828  0.97
C -3.66534 3.27646 2.76427  -1.37
N -2.78178 1.95445 -1.44571  0.31
N -1.76791 1.21494 -1.99185  0.23
C -1.83598 1.34853 -3.30869  0.87
C -0.93640 0.62924 -4.25509  -1.23
C -2.89738 2.19708 -3.63743  -1.66
C -3.46775 2.55496 -2.43845  1.02
C -4.61544 3.47633 -2.18955  -1.57
H -4.76604 -3.11774 -1.99650  0.36
H -3.00104 -2.93633 -1.96234  0.20
H -3.80085 -3.91076 -0.73961  0.29
H -5.54717 -2.29268 1.07603  0.42
H -6.33880 0.02293 2.25058  0.41
H -4.80500 0.46414 2.99548  0.19
H -5.52922 1.51949 1.77882  0.38
H -4.29817 2.40846 0.15316  -0.09
H 1.63097 2.94698 0.48055  0.06
H 1.51479 4.05805 1.85659  0.51
H 1.74727 2.32118 2.12589  0.05
H -0.87701 4.02021 3.34451  0.46
H -3.50221 4.03489 3.52907  0.40
H -4.40574 3.64741 2.05524  0.30
H -4.08277 2.39488 3.24652  0.07
H -0.20996 0.00791 -3.74004  -0.01
H -1.53513 -0.02256 -4.89450  0.35
H -0.40202 1.33986 -4.88739  0.26
H -3.19893 2.51677 -4.62068  0.46
H -4.84862 4.01161 -3.10959  0.40
H -5.50580 2.93350 -1.87051  0.25
H -4.37583 4.20227 -1.41400  0.31
O -1.48203 -4.12664 1.35857  -0.83
S -0.68175 -2.95509 1.29803  1.19
O -0.27060 -2.71646 2.86490  -0.59
O -1.16073 -1.68698 0.86143  0.43
C 1.00074 -3.34926 0.75607  -0.21
C 1.84591 -3.94841 1.67715  -0.48
C 3.16127 -4.22498 1.32774  -0.82
C 3.64286 -3.89549 0.07480  -0.62
C 2.78791 -3.33337 -0.86342  -0.43
C 1.47292 -3.06945 -0.52913  -0.14
S 0.29766 -2.73270 -1.82548  1.49
O -0.85842 -3.35860 -1.23311  -0.77
O 0.79086 -3.32429 -3.03847  -0.82
O 0.22740 -1.25328 -1.96697  -0.57
H 1.48108 -4.18640 2.66357  0.57
H 3.81367 -4.69365 2.05369  0.40
H 4.67155 -4.10671 -0.18870  0.43
H 3.11345 -3.13799 -1.87683  0.62

Computed properties:
Total energy: -101404.15081 eV
Molecular weight: 903.6 g mol⁻¹
Highest occupied orbital energy: -5.27 eV
Relative energy (zero: lowest compared OMol25 entry of this formula, charge and spin): 398.0 kJ/mol
Charge: -1

=====

Below is C34H37BrN3OSSiTa as an isolated structure at a distorted geometry, with properties calculated with ωB97M-V with the def2-TZVPD basis set.

Each line ends with the Mulliken charge.
Geometry (Å):
Ta -0.09742 0.34818 0.50381  1.66
Br 4.43171 6.40723 1.73522  -0.13
C 3.16880 5.02169 1.40696  -0.13
C 1.99085 5.40685 0.72042  -0.60
C 1.01011 4.48997 0.45587  -1.15
C 1.30216 3.17870 0.80187  0.43
O 0.37082 2.22775 0.56913  0.20
C 2.52792 2.79661 1.37594  0.40
C 2.71878 1.37779 1.57970  -0.11
N 1.86814 0.43287 1.50995  -0.44
C 2.25943 -0.83592 2.08107  -0.08
C 3.21823 -0.91822 3.06169  -0.36
C 3.63056 -2.17112 3.52438  -1.42
C 3.17429 -3.33859 2.89521  -0.65
C 2.14349 -3.25910 1.90786  0.90
C 1.70456 -4.35556 1.15838  -0.88
C 0.85780 -4.18703 0.10679  -1.27
C 0.40995 -2.87581 -0.18988  -0.58
N 0.80641 -1.83452 0.52351  0.27
C 1.69076 -2.00797 1.57281  0.03
C 3.45055 3.76021 1.75386  -0.82
H 1.96195 6.45854 0.41978  0.44
H 0.11123 4.68013 -0.11057  0.49
H 3.72850 1.01058 1.81922  0.97
H 3.58025 -0.06456 3.58445  0.74
H 4.29669 -2.36496 4.36741  0.43
H 3.49881 -4.34982 3.06339  0.50
H 1.90811 -5.35403 1.40501  0.54
H 0.48402 -4.98151 -0.52574  0.54
H -0.25442 -2.66845 -1.05938  0.87
H 4.31279 3.56667 2.36746  0.56
C -1.18752 0.54308 2.71492  0.25
C -1.15044 -0.90185 2.48302  1.62
C -1.93811 -1.16336 1.31009  0.15
C -2.51908 0.04601 0.93819  0.99
C -2.02643 1.08767 1.74315  0.67
C -2.49717 2.53304 1.73993  -1.52
C -3.73811 0.12838 -0.05080  -1.91
C -2.45749 -2.50652 0.79965  -1.97
C -0.70218 -1.94872 3.45379  -1.89
C -0.48119 1.37547 3.82084  -1.31
H -2.98319 2.68814 2.68776  0.45
H -3.22976 2.71687 0.88738  0.54
H -1.63274 3.16989 1.72865  0.16
H -3.55570 -0.44403 -0.91709  0.44
H -4.06540 1.12989 -0.28235  0.39
H -4.53164 -0.41756 0.42643  0.49
H -3.08830 -2.48961 -0.04882  0.50
H -3.15002 -2.91003 1.54690  0.41
H -1.81768 -3.35034 0.66230  0.42
H -0.24025 -2.84374 3.05572  0.23
H -1.63600 -2.27931 3.88373  0.47
H -0.13093 -1.56835 4.28343  0.45
H 0.32809 2.02421 3.39741  0.08
H -0.00838 0.65931 4.53318  0.35
H -1.16896 2.05175 4.37300  0.41
C -0.50268 -2.46947 -3.75822  -0.89
Si -0.25475 -0.88654 -4.73082  0.31
C -1.35510 -1.08914 -6.25379  -1.11
C 1.49077 -0.67415 -5.20241  -1.08
C -0.75593 0.58802 -3.66505  0.18
C -1.72948 1.51505 -4.01750  -0.02
C -2.36001 2.35941 -3.06737  -1.24
C -2.15045 2.12237 -1.76632  -0.51
N -1.14901 1.30555 -1.35456  -0.13
C -0.39971 0.67714 -2.34961  0.18
S 1.03780 -0.05711 -1.63038  -0.34
H -0.51808 -3.27332 -4.46785  0.51
H -1.44814 -2.39487 -3.18393  0.22
H 0.29580 -2.58091 -3.12572  0.24
H -0.90314 -1.87326 -6.88932  0.33
H -1.53319 -0.15347 -6.84444  0.33
H -2.32262 -1.48278 -5.93235  0.33
H 1.96440 -1.48752 -5.72021  0.40
H 2.05379 -0.54785 -4.31305  0.38
H 1.65323 0.24680 -5.82796  0.30
H -2.00321 1.58951 -5.08484  0.38
H -3.11716 3.03514 -3.43468  0.43
H -2.65042 2.60449 -0.93560  0.53

Computed properties:
Total energy: -132673.22337 eV
Molecular weight: 824.7 g mol⁻¹
Highest occupied orbital energy: -13.58 eV
Relative energy (zero: lowest compared OMol25 entry of this formula, charge and spin): 61.6 kJ/mol
Charge: +2

=====

- Which formula does entry 2 have?
  C34H37BrN3OSSiTa

=====

- What is the total energy in the first record?
  -101404.15081 eV

=====

- Which of these has the lowest relative energy (zero: lowest compared OMol25 entry of this formula, charge and spin)?
  C34H37BrN3OSSiTa

=====

- Which formula does entry 2 have?
  C34H37BrN3OSSiTa